# 1
Below is a 3-piece molecular cluster, C4H12O3 overall at a distorted geometry, with properties calculated with ωB97M-V/def2-TZVPD.

CARTESIAN COORDINATES (ANGSTROEM)
O  -0.19  -0.25  -2.86
O  1.05  -2.11  1.42
O  -2.35  0.35  -0.20
C  2.07  1.60  0.39
C  -1.29  -0.42  0.38
C  0.94  0.63  0.27
C  -0.27  0.61  0.85
H  2.87  1.11  -0.19
H  2.54  1.80  1.35
H  1.31  -0.29  -0.19
H  -0.93  -1.01  -0.45
H  -0.59  1.41  1.51
H  -0.68  -0.70  -2.14
H  0.19  0.34  -2.18
H  0.52  -1.72  2.12
H  -2.90  0.73  0.48
H  1.80  2.52  -0.13
H  0.44  -2.06  0.68
H  -1.69  -0.97  1.26

Computed properties:
- LUMO level (eV) = 0.5
- SMILES = C/C=C/CO.O.O
- energy above the lowest of the compared OMol25 structures with the same formula, charge and spin (kJ/mol) = 192.73
- HOMO-LUMO gap (eV) = 10.33
- HOMO energy (eV) = -9.79
- total charge = 0

---

# 2
Below is a 8-piece molecular cluster, ClH14O7 overall at a distorted geometry, with properties calculated with ωB97M-V/def2-TZVPD.

CARTESIAN COORDINATES (ANGSTROEM)
Cl  32.02  -14.84  2.33
O  30.39  -12.29  3.16
O  32.78  -13.48  -1.04
O  29.73  -14.73  0.00
O  33.29  -12.00  2.30
O  31.20  -17.75  2.77
O  32.50  -16.43  -0.51
O  30.27  -15.45  4.77
H  30.95  -12.19  3.95
H  32.53  -16.07  0.36
H  30.22  -14.98  0.79
H  31.26  -17.91  3.71
H  30.61  -15.26  3.90
H  32.67  -11.42  1.90
H  32.97  -12.90  2.23
H  29.90  -13.80  0.01
H  32.82  -12.52  -1.18
H  30.71  -13.04  2.68
H  33.01  -15.82  -0.98
H  31.59  -16.88  2.70
H  32.73  -13.72  -0.14
H  30.37  -16.39  4.93

Computed properties:
- LUMO level (eV) = 3.2
- energy above the lowest of the compared OMol25 structures with the same formula, charge and spin (kJ/mol) = 70.41
- HOMO-LUMO gap (eV) = 10.16
- HOMO energy (eV) = -6.95
- total charge = -1

---

# 3
Below is a 2-piece molecular cluster, C4H12S overall at a distorted geometry, with properties calculated with ωB97M-V/def2-TZVPD.

CARTESIAN COORDINATES (ANGSTROEM)
S  3.23  0.95  0.41
C  2.39  1.32  -1.10
C  -2.14  -2.49  -0.24
C  -3.22  -1.42  -0.29
C  2.37  2.07  1.57
H  -3.34  -0.98  -1.28
H  2.65  1.82  2.60
H  1.28  2.11  1.69
H  2.22  0.39  -1.63
H  -4.22  -1.71  0.03
H  2.71  3.04  1.22
H  -1.31  -2.18  0.40
H  -2.43  -3.49  0.09
H  2.91  2.06  -1.71
H  1.40  1.69  -0.81
H  -2.85  -0.55  0.26
H  -1.66  -2.61  -1.21

Computed properties:
- LUMO level (eV) = 0.8
- SMILES = CSC.CC
- energy above the lowest of the compared OMol25 structures with the same formula, charge and spin (kJ/mol) = 59.63
- HOMO-LUMO gap (eV) = 9.30
- HOMO energy (eV) = -8.46
- total charge = 0

---

# 4
Below is a 2-piece molecular cluster, C3H10NO2S overall at a distorted geometry, with properties calculated with ωB97M-V/def2-TZVPD.

CARTESIAN COORDINATES (ANGSTROEM)
S  -3.22  -0.17  1.17
O  3.48  0.62  -1.36
O  1.54  0.31  0.57
N  -0.26  -1.32  -0.66
C  0.48  1.01  0.14
C  -0.76  -0.04  -0.20
C  -1.35  -0.20  1.24
H  -1.46  0.40  -0.90
H  0.90  1.72  -0.63
H  2.75  0.34  -0.73
H  0.74  -1.34  -0.45
H  -0.37  -1.48  -1.65
H  0.02  1.66  0.91
H  -0.82  0.26  2.09
H  -1.23  -1.29  1.43
H  -3.40  -1.49  1.11
H  2.97  1.02  -2.07

Computed properties:
- LUMO level (eV) = 3.2
- energy above the lowest of the compared OMol25 structures with the same formula, charge and spin (kJ/mol) = 88.06
- HOMO-LUMO gap (eV) = 6.52
- HOMO energy (eV) = -3.36
- total charge = -1

---

# 5
Below is an isolated ion of composition C6H10Cl2FN4 and charge +1 at a distorted geometry, with properties calculated with ωB97M-V/def2-TZVPD.

CARTESIAN COORDINATES (ANGSTROEM)
Cl  -3.06  -1.93  0.08
Cl  -0.82  -1.27  2.61
F  2.97  0.14  1.36
N  0.05  -0.94  0.09
N  1.02  -2.21  -1.39
N  1.90  -1.29  -1.06
N  -0.03  -2.00  -0.71
C  -0.92  -0.41  1.04
C  1.31  -0.50  -0.15
C  -2.35  -0.34  0.50
C  -2.52  0.69  -0.66
C  2.00  0.68  0.52
C  2.71  1.62  -0.46
H  3.66  1.18  -0.78
H  -0.83  -2.63  -0.80
H  -0.61  0.62  1.25
H  -2.14  0.31  -1.62
H  -3.61  0.85  -0.74
H  -2.09  1.66  -0.38
H  -2.96  0.07  1.32
H  1.31  1.23  1.17
H  2.06  1.94  -1.29
H  2.96  2.53  0.10

Computed properties:
- LUMO level (eV) = -4.9
- SMILES = C[C@H](F)c1nn[nH][n+]1[C@H](Cl)[C@@H](C)Cl
- energy above the lowest of the compared OMol25 structures with the same formula, charge and spin (kJ/mol) = 21.65
- HOMO-LUMO gap (eV) = 10.47
- HOMO energy (eV) = -15.34
- total charge = +1

---

# 6
Below is an isolated ion of composition C3H5NO3 and charge +1 at a distorted geometry, with properties calculated with ωB97M-V/def2-TZVPD.

CARTESIAN COORDINATES (ANGSTROEM)
O  -0.77  1.53  -0.14
O  0.99  -2.07  0.66
O  -2.62  0.61  0.62
N  -0.76  -0.71  0.40
C  -1.48  0.48  0.31
C  0.58  -0.98  0.28
C  1.48  -0.07  -0.51
H  2.32  -0.63  -0.95
H  -1.33  2.32  -0.13
H  1.92  0.69  0.13
H  0.98  0.36  -1.37
H  -1.30  -1.51  0.70

Computed properties:
- spin multiplicity = 2
- LUMO level (alpha / beta) (eV) = -5.5 / -10.1
- energy above the lowest of the compared OMol25 structures with the same formula, charge and spin (kJ/mol) = 10.62
- HOMO-LUMO gap (alpha / beta) (eV) = 10.76 / 6.10
- HOMO energy (alpha / beta) (eV) = -16.26 / -16.16
- total charge = +1

---

> total charge of number 6 (C3H5NO3)?

+1